C24H29GeN9O4SSbSe4Zr | wB97M-V/def2-TZVPD

Last column: Mulliken charge in e.
CARTESIAN COORDINATES (ANGSTROEM)
Zr (0.9850, 0.1234, 0.8592)  0.390
N (2.2943, 0.8895, 4.0032)  -0.058
C (1.0126, 0.6301, 4.0953)  0.566
N (0.4573, 0.8146, 5.3162)  -0.818
C (-0.7507, 0.3869, 5.4876)  0.324
N (-1.3108, 0.7356, 6.6447)  -0.427
N (-1.4211, -0.4629, 4.6378)  -0.757
C (-0.8244, -0.5526, 3.4003)  0.193
N (0.3391, 0.1457, 3.0721)  0.578
C (-1.4112, -1.3657, 2.3921)  0.363
C (-2.7178, -1.8794, 2.6424)  -0.842
C (-3.3719, -2.5653, 1.6219)  -0.503
C (-2.6970, -2.7042, 0.3851)  -0.810
C (-1.4351, -2.0973, 0.1814)  0.072
N (-0.7622, -1.5043, 1.2153)  0.398
H (2.6947, 1.2954, 4.8884)  0.242
H (2.8023, 0.7886, 3.0817)  -0.100
H (-1.0014, 1.6249, 7.0650)  0.244
H (-2.2840, 0.5212, 6.9051)  0.248
H (-3.1439, -1.8232, 3.6239)  0.457
H (-4.2507, -3.2522, 2.0028)  0.206
H (-3.1670, -3.2365, -0.5491)  0.210
H (-0.8977, -2.3160, -0.8153)  0.162
O (-5.0653, 1.6112, 0.0057)  -0.586
C (-4.7318, 2.4267, -1.0321)  0.411
O (-5.6666, 2.7032, -1.7678)  -0.650
C (-3.3582, 2.8679, -1.3063)  0.418
C (-3.0246, 3.5285, -2.4992)  -0.669
N (-1.6828, 3.7610, -2.5221)  0.379
N (-1.0441, 3.1843, -1.4449)  -0.643
C (-2.0520, 2.6496, -0.6880)  0.501
C (-1.6791, 1.9518, 0.5305)  0.891
O (-2.5730, 1.5220, 1.2763)  -0.835
O (-0.4109, 1.7455, 0.7935)  -0.971
H (-4.1464, 1.3348, 0.4259)  0.408
H (-3.6570, 3.9547, -3.2861)  0.438
H (-1.2292, 4.0112, -3.3928)  0.028
Se (-1.5987, 4.5391, -5.7261)  -0.619
Sb (0.5551, 5.6413, -6.0101)  0.319
Se (4.5132, 0.9246, 9.8092)  -0.027
Se (3.3594, 0.9016, 0.9642)  -0.935
Se (2.4617, 4.4445, -6.7921)  -0.599
C (-0.9640, 0.4782, -5.5437)  -1.569
C (-0.3866, 0.4316, -4.1706)  1.126
C (-1.2995, 0.2634, -3.1242)  -1.083
C (-0.8597, 0.2630, -1.8532)  -1.087
N (0.4816, 0.2284, -1.5187)  0.783
C (1.3398, 0.4060, -2.5769)  -0.450
C (0.9415, 0.6238, -3.8844)  -0.978
H (-1.8201, -0.1403, -5.6180)  0.461
H (-0.2831, 0.0323, -6.1900)  0.507
H (-1.2974, 1.4925, -5.8290)  0.135
H (-2.3424, 0.2279, -3.3686)  0.489
H (-1.4970, 0.1892, -1.0156)  0.991
H (2.4541, 0.4781, -2.3118)  0.363
H (1.6357, 0.9479, -4.6695)  0.459
S (4.3322, 3.8508, 8.3520)  -0.222
C (4.3325, 2.4108, 8.9436)  0.245
C (1.8119, -3.4317, -2.4208)  -1.050
Ge (2.9789, -2.9172, -0.8555)  0.466
C (4.4249, -1.9273, -1.6924)  -1.026
C (3.5082, -4.6324, 0.0662)  -1.292
C (1.8048, -1.9873, 0.4385)  -0.748
H (2.2913, -4.3519, -2.9552)  0.359
H (1.5610, -2.6059, -3.0838)  0.241
H (0.9268, -3.7686, -1.8796)  0.292
H (5.0129, -1.2493, -1.0283)  0.289
H (3.9703, -1.4198, -2.5438)  0.306
H (5.1239, -2.6627, -2.1542)  0.373
H (4.3103, -5.0920, -0.3694)  0.463
H (2.5305, -5.2740, 0.1335)  0.268
H (3.7213, -4.2826, 1.1341)  0.335
H (2.1428, -1.8183, 1.4991)  0.500
H (1.0043, -2.6618, 0.5957)  0.455

Calculated values
Spin multiplicity: 2
Relative energy (zero: lowest compared OMol25 entry of this formula, charge and spin) in kcal per mole: 55.4
Total charge: -2
Energy in eV: -383519.581
Frontier orbital gap (alpha / beta) in Eh: 0.1152 / 0.1770


C24H44F6NiO12S4 | wB97M-V/def2-TZVPD

Last column: Mulliken charge in e.
CARTESIAN COORDINATES (ANGSTROEM)
Ni (-0.3679, -0.1811, -0.5115)  4.607
C (2.5688, 1.1053, 1.1335)  -0.774
O (3.5229, 1.4944, 0.0951)  -0.044
O (1.3393, 0.7030, 0.4678)  -0.333
C (3.3139, 0.1978, 2.2769)  0.625
F (2.6734, -0.9840, 2.4538)  -0.176
F (4.5954, -0.0963, 1.9623)  -0.275
F (3.2849, 0.7265, 3.4635)  -0.300
C (4.5171, 2.4981, 0.3742)  -0.426
C (5.2864, 2.6457, -0.9514)  -1.036
H (6.2320, 2.1036, -0.9612)  0.352
H (4.7682, 2.1643, -1.7807)  0.072
H (5.3491, 3.6945, -1.2416)  0.310
H (5.1513, 2.1457, 1.1876)  0.449
H (4.0895, 3.4461, 0.7006)  0.288
H (2.5646, 2.0480, 1.6807)  0.041
C (-3.3486, -0.6210, -1.5521)  -0.292
O (-3.3616, 0.5685, -0.7490)  -0.041
O (-2.0092, -0.9081, -1.6159)  -0.852
C (-4.4262, -1.6549, -1.0038)  0.633
F (-5.4509, -0.8552, -0.6230)  -0.320
F (-4.9120, -2.5240, -1.8134)  -0.343
F (-4.0458, -2.3273, 0.0856)  -0.115
C (-4.0946, 1.6492, -1.1733)  -0.477
C (-4.2281, 2.5458, 0.0515)  -0.986
H (-4.6999, 2.0499, 0.8998)  0.223
H (-3.3107, 3.0548, 0.3470)  0.055
H (-4.8137, 3.4219, -0.2272)  0.471
H (-5.1242, 1.3698, -1.3968)  0.422
H (-3.6109, 2.1308, -2.0231)  0.298
H (-3.6653, -0.3388, -2.5562)  0.235
C (-3.6201, -1.0619, 3.8054)  -0.733
C (-2.1445, -1.4079, 4.3617)  -0.240
C (-1.2815, -0.1875, 4.0153)  -1.052
S (-1.7502, 0.3091, 2.3489)  0.989
O (-1.0748, -0.5621, 1.3866)  -0.479
O (-1.5848, 1.7652, 2.1871)  -0.837
C (-3.4887, -0.1560, 2.5654)  -0.482
H (-4.2514, -0.6191, 4.5758)  0.348
H (-3.9700, -2.0592, 3.5387)  0.316
H (-1.7152, -2.2948, 3.8957)  -0.156
H (-2.0435, -1.7019, 5.4064)  0.507
H (-0.2265, -0.0132, 4.2265)  0.439
H (-1.7066, 0.6869, 4.5080)  0.504
H (-3.9840, -0.3719, 1.6187)  -0.165
H (-3.9270, 0.7884, 2.8880)  0.477
C (2.2266, -2.5036, -4.0617)  -0.262
C (3.5414, -2.3576, -3.1901)  -0.827
C (3.2753, -1.3279, -2.1983)  -0.104
S (2.0927, -0.0669, -3.0339)  0.687
O (2.9519, 1.0954, -3.2946)  -0.711
O (0.8441, 0.0511, -2.2752)  -0.836
C (1.8485, -1.1556, -4.5083)  -0.900
H (1.4823, -2.8629, -3.3510)  -0.064
H (2.3324, -3.1725, -4.9159)  0.461
H (4.4070, -2.0777, -3.7906)  0.357
H (3.8338, -3.3455, -2.8343)  0.353
H (4.1326, -0.7765, -1.8120)  0.411
H (2.6953, -1.8088, -1.4107)  -0.144
H (2.6544, -0.9022, -5.1972)  0.384
H (0.9285, -0.9275, -5.0465)  0.493
C (-1.7861, -4.5411, 1.2187)  0.194
C (-0.5948, -5.1485, 1.8941)  -0.914
C (0.5323, -4.1263, 1.5902)  -0.585
S (0.2902, -3.6326, -0.1729)  1.120
O (1.0865, -4.5251, -1.0298)  -0.828
O (0.3104, -2.1628, -0.3447)  -0.517
C (-1.3474, -4.3009, -0.1839)  -1.117
H (-2.0838, -3.6087, 1.6984)  -0.389
H (-2.6833, -5.1405, 1.3732)  0.520
H (-0.2860, -6.0716, 1.4036)  0.360
H (-0.8511, -5.4601, 2.9067)  0.399
H (1.5681, -4.4175, 1.7647)  0.589
H (0.2858, -3.2769, 2.2273)  -0.001
H (-1.1735, -5.2493, -0.6922)  0.448
H (-1.8605, -3.7408, -0.9656)  0.360
C (1.6543, 4.8769, -1.1254)  -0.776
C (1.1026, 4.8487, 0.3122)  -0.533
C (-0.3480, 4.3693, 0.3312)  -0.546
S (-0.6498, 3.3579, -1.2127)  0.844
O (-1.6225, 4.0555, -2.0326)  -0.755
O (-0.8382, 1.8974, -0.8238)  -0.881
C (1.0977, 3.6451, -1.8277)  0.045
H (2.7437, 4.9010, -1.1556)  0.325
H (1.2774, 5.8003, -1.5650)  0.358
H (1.1002, 5.8086, 0.8285)  0.508
H (1.7275, 4.2988, 1.0159)  -0.021
H (-1.0680, 5.1876, 0.3452)  0.572
H (-0.6172, 3.7198, 1.1641)  0.133
H (1.1084, 3.5882, -2.9162)  0.563
H (1.6600, 2.7990, -1.4326)  -0.498

Calculated values
Spin multiplicity: 3
Relative energy (zero: lowest compared OMol25 entry of this formula, charge and spin) in kcal per mole: 90.5
Total charge: 0
Energy in eV: -150856.141
Frontier orbital gap (alpha / beta) in Eh: 0.3021 / 0.3006